# 1
The following is a quantum chemistry calculation of a molecular structure, C44H37F5N5ORhSSe in a non-equilibrium geometry, from the Open Molecules 2025 dataset.

Properties
HOMO level (spin up / spin down) ... -5.70 / -5.70 eV
Energy relative to the best compared isomer or geometry (same formula, charge and spin) ... 38.64 kJ/mol
⟨S²⟩ ... 6.08
Strongest force on any atom ... 0.0818 Eh/bohr
Total energy ... -5457.02236 Ha
HOMO-LUMO gap (spin up / spin down) ... 5.32 / 3.96 eV

The geometry in ORCA input format:
```
! RIJCOSX wB97M-V def2-TZVPD def2/J DEFGRID3
* xyz 0 5
H -2.88 -6.29 1.74
H -3.04 -5.02 2.94
C 2.84 0.21 2.59
C -4.72 -2.31 5.66
C 4.49 2.60 -1.68
Rh 0.33 0.09 -0.66
C -0.70 -2.58 -0.51
C -0.04 4.41 2.70
F -7.20 0.10 6.65
H -0.45 -1.10 -7.55
H 2.51 0.82 3.46
H 0.94 4.59 2.24
H 3.76 -3.03 1.94
C -1.98 -2.13 0.10
H -4.71 1.52 -0.71
H 3.39 4.36 -1.18
N 1.92 -0.47 -3.02
H -2.19 -1.18 -7.16
N -1.69 0.11 -0.78
H 3.94 -2.20 -0.32
H -0.58 -5.73 0.78
H 2.58 1.63 1.00
C 3.40 1.83 -1.33
C -1.78 3.56 1.14
H -3.80 -2.76 0.94
H -4.56 -0.98 0.45
C 3.70 -1.49 0.49
C 4.45 -0.43 -1.94
C 3.52 -1.98 1.78
S -0.81 2.10 1.55
C 3.38 0.31 -1.23
C -3.16 -5.27 1.86
H -2.48 -2.58 -5.20
C 6.85 3.11 -2.27
C 3.10 -1.14 2.79
C -2.76 -3.10 0.73
C -0.37 -3.92 -0.31
H 0.04 4.97 3.67
C -5.63 0.17 4.87
H 5.12 6.00 -1.68
H 7.82 2.72 -2.51
H -1.01 2.74 3.84
F -4.01 0.11 3.15
C -5.66 -1.66 6.45
C 6.64 4.52 -2.20
C 2.98 -0.97 -3.72
H 0.73 2.40 3.26
C -3.86 0.86 -0.67
H -1.82 3.75 0.08
H 5.85 1.23 -2.56
C -0.87 -1.10 -5.48
N 2.03 -0.09 -1.75
H -2.76 3.28 1.44
C -4.56 -0.45 4.24
F -4.48 -3.62 5.93
C -1.06 -4.74 0.55
C -0.25 -1.73 -2.74
H -4.24 -5.14 1.82
H -1.14 5.68 1.29
C -6.17 -0.48 5.99
H 2.49 2.36 -1.11
H 2.98 -1.63 3.79
H 0.54 -4.24 -0.83
C -1.40 -2.27 -3.39
C -1.66 -2.00 -4.71
C 4.26 -1.00 -3.14
C -1.23 -0.74 -6.87
O 0.31 2.10 0.45
H 0.81 0.18 -5.30
C -1.29 4.79 1.90
C -3.79 -0.35 -0.04
C -0.21 2.90 3.07
H 5.03 -1.45 -3.72
C 0.25 -0.61 -4.82
F -6.20 1.31 4.41
N 0.06 -1.77 -1.39
F -5.98 -2.11 7.68
C 3.31 -0.17 0.25
H 2.73 -1.51 -4.68
H -1.20 0.35 -7.04
C 5.80 2.22 -2.16
C -2.57 1.18 -1.08
C -2.34 -4.35 1.08
H 7.48 5.22 -2.45
H 5.38 -0.41 -1.41
C 5.40 4.95 -1.78
C 4.32 4.02 -1.58
C 0.60 -0.93 -3.51
H -2.08 5.12 2.57
H -2.18 2.02 -1.63
C 2.92 0.69 1.29
Se -2.63 -2.53 3.69
H -2.18 -2.82 -2.85
N -2.46 -0.85 -0.14
C -4.15 -1.74 4.49
*
```

***

# 2
The following is a quantum chemistry calculation of 2 unconnected molecules or ions with the total composition H5N2PS2 in a non-equilibrium geometry, from the Open Molecules 2025 dataset.

Properties
HOMO level ... -9.14 eV
Energy relative to the best compared isomer or geometry (same formula, charge and spin) ... 62.51 kJ/mol
Strongest force on any atom ... 0.0549 Eh/bohr
Total energy ... -1250.27688 Ha
HOMO-LUMO gap ... 9.01 eV

The geometry in ORCA input format:
```
! RIJCOSX wB97M-V def2-TZVPD def2/J DEFGRID3
* xyz 0 1
H 2.48 -0.19 -0.69
S -1.91 1.53 -1.34
H -0.25 0.16 1.99
H -0.09 1.64 1.31
H 1.24 -1.34 -0.19
S -2.00 -1.67 0.14
P -1.44 0.21 0.02
N 1.48 -0.50 -0.76
N -0.58 0.73 1.28
H 1.07 -0.56 -1.76
*
```

***

# 3
The following is a quantum chemistry calculation of 2 unconnected molecules or ions with the total composition C5H6N2S in a non-equilibrium geometry, from the Open Molecules 2025 dataset.

Properties
HOMO level (spin up / spin down) ... -7.32 / -7.28 eV
Energy relative to the best compared isomer or geometry (same formula, charge and spin) ... 589.95 kJ/mol
Strongest force on any atom ... 0.0782 Eh/bohr
Total energy ... -701.61425 Ha
HOMO-LUMO gap (spin up / spin down) ... 6.18 / 6.28 eV

The geometry in ORCA input format:
```
! RIJCOSX wB97M-V def2-TZVPD def2/J DEFGRID3
* xyz 0 1
C 0.66 0.69 0.18
N -0.38 1.54 0.14
H -1.43 1.15 0.02
C -2.58 -1.11 -0.45
H -1.72 -1.80 -0.33
S 3.09 -0.28 0.07
C 0.62 -0.70 0.51
H -0.19 2.57 -0.16
N -2.63 0.05 0.01
C 1.78 -1.33 0.57
H -3.47 -1.52 -0.90
H 1.95 -2.40 0.74
H 2.29 2.04 -0.47
C 2.02 1.12 0.05
*
```

***

# 4
The following is a quantum chemistry calculation of 4 unconnected molecules or ions with the total composition C10H22Cl3N3O3 in a non-equilibrium geometry, from the Open Molecules 2025 dataset.

Properties
HOMO level ... -9.19 eV
Energy relative to the best compared isomer or geometry (same formula, charge and spin) ... 121.01 kJ/mol
Structure (SMILES) ... ClC(Cl)Cl.CN(C)C=O.CN(C)C=O.CN(C)C=O
Strongest force on any atom ... 0.0451 Eh/bohr
Total energy ... -2164.74420 Ha
HOMO-LUMO gap ... 9.43 eV

The geometry in ORCA input format:
```
! RIJCOSX wB97M-V def2-TZVPD def2/J DEFGRID3
* xyz 0 1
Cl -0.04 0.13 -0.35
H 4.79 2.03 -3.21
C 1.35 -4.17 4.93
C 3.80 2.30 -2.81
C -2.91 2.45 0.66
H 3.86 1.11 -5.33
H -0.41 -5.29 3.28
O 3.68 2.60 -1.66
O 1.04 -5.23 5.45
H -2.58 2.99 -0.23
H 1.47 -2.38 2.30
N -4.07 1.60 0.33
N 2.76 2.11 -3.69
N 0.67 -3.59 3.94
H -2.05 1.79 0.82
C 1.43 2.52 -3.32
H -5.07 2.37 1.92
H 1.87 -1.75 3.94
C -5.21 1.69 1.06
C -0.46 -4.21 3.13
Cl 2.49 -0.43 1.04
H 0.70 1.72 -3.51
H -4.68 -0.15 -0.71
C 2.98 1.72 -5.09
H 2.18 -3.55 5.33
H 1.14 3.43 -3.84
O -6.22 1.03 0.93
H 2.95 2.55 -5.80
H -3.97 1.06 -1.75
H -3.11 3.08 1.53
C -3.94 0.65 -0.74
H -3.00 0.12 -0.60
H 2.03 1.26 -5.36
H 2.18 0.17 -1.21
H 0.27 -1.77 3.38
H -1.37 -3.74 3.51
Cl 1.55 -2.09 -0.96
C 1.19 -2.36 3.35
H 1.39 2.64 -2.24
H -0.33 -4.00 2.07
C 1.63 -0.41 -0.48
*
```

***

# 5
The following is a quantum chemistry calculation of 2 unconnected molecules or ions with the total composition C4H10N2O3 in a non-equilibrium geometry, from the Open Molecules 2025 dataset.

Properties
HOMO level ... -9.11 eV
Energy relative to the best compared isomer or geometry (same formula, charge and spin) ... 134.47 kJ/mol
Structure (SMILES) ... O=CNCCNC=O.O
Strongest force on any atom ... 0.0649 Eh/bohr
Total energy ... -493.63390 Ha
HOMO-LUMO gap ... 9.40 eV

The geometry in ORCA input format:
```
! RIJCOSX wB97M-V def2-TZVPD def2/J DEFGRID3
* xyz 0 1
C 1.67 0.58 -1.93
O -0.07 0.37 2.59
O 2.13 0.43 1.57
H -2.14 0.62 -0.52
H 0.31 -1.43 -0.62
H -1.04 -1.22 -1.77
H -0.17 0.61 -2.78
O 2.43 0.22 -1.05
H 1.99 -0.07 0.73
H 1.95 1.33 -2.71
H 1.24 0.51 1.96
N -1.53 -0.46 1.09
N 0.38 0.15 -2.06
H -0.56 1.09 0.17
H -1.61 -0.94 3.07
C -0.36 -0.68 -1.09
H -2.43 -0.93 1.16
C -1.19 0.23 -0.12
C -0.98 -0.43 2.30
*
```

***

Look up the energy relative to the best compared isomer or geometry (same formula, charge and spin) of the fifth one.
134.47 kJ/mol